Molecular formula: C41H74BrI2N3O11PS
Method: DFT, ωB97M-V with the def2-TZVPD basis set

Results
* total energy: -177053.80125 eV
* HOMO level: -0.382 hartree
* total charge: +1
* gap between HOMO and LUMO: 5.738 eV

Geometry as XYZ:
```
134
C41H74BrI2N3O11PS ωB97M-V with the def2-TZVPD basis set
C -5.02137 -1.40740 -1.83214
C -3.87030 -0.22287 -1.93188
O -3.91316 0.83269 -1.07184
N -2.78567 -0.33452 -2.98233
C -2.82385 0.80214 -3.98108
C -1.40062 -0.33881 -2.37161
C -0.69746 -1.76730 -2.76332
C -1.40729 -3.09404 -2.11072
C -1.54368 -3.02073 -0.44751
C -0.09369 -2.99205 0.31715
C 0.12687 -1.91080 1.57145
C -1.21643 -2.16649 2.47558
C -1.17803 -1.51648 3.98013
O -1.52978 -0.20604 4.07577
Br -0.71650 -2.46122 5.68193
C 1.57568 -2.52966 2.06096
C 2.60773 -1.64361 2.97917
O 1.98672 -0.93943 4.11164
N 1.74201 0.31188 3.63418
O 1.31732 1.01816 4.55864
N 1.77502 -3.83820 1.60244
S 3.24048 -4.74706 2.00639
C 0.65218 -4.41101 0.71195
P 1.71867 -5.01304 -0.80279
O 2.81874 -3.94202 -1.19784
C -0.15198 -5.53531 1.59289
I 0.04301 -5.71452 3.80933
C -1.07180 -6.56938 0.97311
C -1.35954 -6.66819 -0.63793
I -2.08317 -8.09187 2.23629
H -5.42965 -1.50651 -0.72623
H -4.56114 -2.47514 -2.09079
H -5.84482 -1.15041 -2.62319
H -3.88693 0.85771 -4.46870
H -2.06064 0.55454 -4.84822
H -2.50415 1.78826 -3.43648
H -0.78240 0.50829 -2.94119
H -1.40778 -0.08763 -1.22380
H -0.77093 -1.86494 -3.94506
H 0.46263 -1.70059 -2.49191
H -0.87850 -4.11092 -2.35233
H -2.50695 -3.13963 -2.56704
H -2.27999 -3.86192 -0.02840
H -2.12003 -1.99549 -0.24430
H 0.68581 -2.54514 -0.46887
H 0.24738 -0.81326 1.15994
H -1.54150 -3.30643 2.55409
H -2.11700 -1.63242 1.90524
H 3.52972 -2.23018 3.39714
H 3.05536 -0.79729 2.26600
H 2.91654 -5.94619 2.67582
H 0.85833 -5.37052 -1.93921
H 2.33221 -6.27401 -0.37897
H -1.83148 -5.71292 -1.12154
H -0.36879 -7.01865 -1.19957
H -2.13786 -7.55298 -0.82877
C -6.52086 -6.58950 -3.02795
C -5.11360 -6.76958 -3.53584
C -4.43913 -5.50284 -3.05616
O -5.09821 -5.11421 -1.84302
C -6.29288 -5.89548 -1.70295
H -7.07554 -7.52597 -2.92874
H -7.07800 -5.93027 -3.70422
H -4.65490 -7.64195 -3.05560
H -5.05046 -6.90276 -4.61880
H -4.56193 -4.68903 -3.77865
H -3.37101 -5.64270 -2.86632
H -6.12529 -6.62065 -0.89917
H -7.12651 -5.24700 -1.41971
C 2.78176 3.26860 -2.77459
C 3.87139 2.34782 -3.25998
C 3.19848 0.99449 -3.18688
O 1.79955 1.21240 -3.41627
C 1.54090 2.62163 -3.34987
H 2.90851 4.30617 -3.09377
H 2.73988 3.24893 -1.67905
H 4.12104 2.58518 -4.30085
H 4.78841 2.40090 -2.66772
H 3.30864 0.54899 -2.19252
H 3.58821 0.29191 -3.92914
H 1.34620 2.97374 -4.36877
H 0.65114 2.80500 -2.74127
C 6.46004 2.25179 3.43255
C 7.54966 1.33101 2.94716
C 6.87676 -0.02232 3.02026
O 5.47782 0.19559 2.79087
C 5.21917 1.60481 2.85727
H 6.58679 3.28935 3.11337
H 6.41816 2.23211 4.52809
H 7.79931 1.56837 1.90629
H 8.46668 1.38408 3.53942
H 6.98691 -0.46783 4.01462
H 7.26649 -0.72491 2.27800
H 5.02448 1.95693 1.83838
H 4.32941 1.78818 3.46587
C 6.68680 7.52834 2.16331
C 8.02096 7.59215 2.86093
C 8.06658 6.26144 3.57978
O 7.31777 5.33258 2.78377
C 6.59758 6.06641 1.78375
H 6.60824 8.19767 1.30291
H 5.88649 7.78079 2.86908
H 8.82571 7.64326 2.11807
H 8.12401 8.44550 3.53598
H 7.58580 6.32344 4.56180
H 9.08743 5.89213 3.71375
H 7.07996 5.87718 0.81859
H 5.56583 5.70758 1.73453
C -3.23586 2.73653 5.53387
C -1.99338 2.53066 6.36126
C -2.15419 3.57892 7.44059
O -3.56303 3.74949 7.64842
C -4.26390 3.08535 6.58778
H -3.51603 1.86478 4.93718
H -3.09331 3.58588 4.85518
H -2.00701 1.52945 6.80787
H -1.06484 2.64002 5.79525
H -1.74419 4.54328 7.12235
H -1.67575 3.28947 8.38068
H -4.72511 2.18380 7.00554
H -5.05449 3.73604 6.20405
C -4.40589 4.81412 -5.79422
C -5.09285 4.56448 -7.11199
C -5.13198 3.05285 -7.16753
O -5.21291 2.58862 -5.81289
C -4.94986 3.69290 -4.93618
H -4.60301 5.80463 -5.37649
H -3.32176 4.70121 -5.91359
H -6.11348 4.96368 -7.07953
H -4.57857 5.00969 -7.96745
H -4.21379 2.64728 -7.60547
H -5.98632 2.67628 -7.73742
H -5.89676 3.97793 -4.46483
H -4.24987 3.38472 -4.15469
```

***

Molecular formula: H16O10V
Method: DFT, ωB97M-V with the def2-TZVPD basis set

Results
* total energy: -46417.01411 eV
* HOMO level: -0.481 hartree
* energy relative to the best compared isomer or geometry (same formula, charge and spin): 1.814 eV
* total charge: +1
* gap between HOMO and LUMO: 8.803 eV

Geometry as XYZ:
```
27
H16O10V ωB97M-V with the def2-TZVPD basis set
O 0.08651 -0.57187 1.33219
V -0.32309 -0.67529 -0.15642
O 0.00227 0.74708 -0.78148
O 0.49146 3.80437 0.54133
H -0.20579 4.15098 -0.02692
H 0.53765 4.40781 1.29422
O 1.68576 -1.56107 -0.51370
H 2.48257 -1.08592 -0.80023
H 1.91521 -2.49110 -0.40461
O 2.55740 1.83241 0.68022
H 2.58214 1.49718 1.58398
H 1.79366 2.44567 0.65836
O 2.08593 2.72938 -2.32173
H 2.10032 2.06253 -3.01643
H 1.56906 2.33765 -1.60374
O -0.90306 -1.58838 -2.18116
H -1.50638 -1.21853 -2.84347
H -0.78154 -2.51884 -2.42206
O -2.44612 -0.49109 -0.01274
H -3.10126 -0.51506 -0.72313
H -2.92425 -0.37135 0.82142
O -0.73188 -3.00018 0.38676
H -0.20463 -3.76829 0.65274
H -1.47365 -3.37591 -0.11205
O -1.70445 -1.14236 3.62967
H -1.02411 -0.80513 3.02262
H -2.55972 -0.83470 3.31637
```

***

Molecular formula: C6H10O
Method: DFT, ωB97M-V with the def2-TZVPD basis set

Results
* SMILES: C=C1C=CC[C@H]1O.[H][H]
* total energy: -8429.40594 eV
* HOMO level: -0.320 hartree
* energy relative to the best compared isomer or geometry (same formula, charge and spin): 1.834 eV
* gap between HOMO and LUMO: 9.660 eV

Geometry as XYZ:
```
17
C6H10O ωB97M-V with the def2-TZVPD basis set
C -2.06354 0.30298 -0.67988
C -0.94325 0.08768 0.00511
C -0.28328 1.06349 0.88914
C 1.01618 0.77177 1.02506
C 1.33938 -0.59026 0.44172
C 0.01775 -1.07836 -0.21532
O -0.43893 -2.33211 0.27116
H -2.35108 -0.35768 -1.49891
H -2.60582 1.23745 -0.53047
H -0.81251 1.95186 1.22403
H 1.76729 1.46700 1.39726
H 2.16572 -0.59844 -0.28112
H 1.60635 -1.26547 1.26170
H 0.12877 -1.22366 -1.29580
H -0.78674 -2.19699 1.16199
H 1.01823 1.28642 -1.92918
H 1.22547 1.47433 -1.24650
```

***

Molecular formula: C14H13N3S
Method: DFT, ωB97M-V with the def2-TZVPD basis set

Results
* SMILES: C[C@H](c1ccc(-c2ccsc2)nc1)n1ccnc1
* total energy: -30033.17560 eV
* HOMO level: -0.312 hartree
* energy relative to the best compared isomer or geometry (same formula, charge and spin): 1.875 eV
* gap between HOMO and LUMO: 8.877 eV

Geometry as XYZ:
```
31
C14H13N3S ωB97M-V with the def2-TZVPD basis set
C 0.55108 3.25649 0.39713
C 1.01556 2.03306 -0.37817
C -0.01026 1.02523 -0.18767
C -0.92550 0.87676 -1.24861
C -1.86003 -0.16655 -1.14486
C -1.71385 -1.09330 -0.08708
C -2.52108 -2.37255 0.02140
C -2.28235 -3.46556 0.90556
C -3.03399 -4.58476 0.70614
S -4.09660 -4.39254 -0.59323
C -3.56731 -2.77082 -0.86526
N -0.79982 -0.87406 0.89370
C -0.00033 0.12339 0.81099
N 2.34622 1.48893 0.04658
C 3.21310 0.77852 -0.75410
C 4.34237 0.64312 -0.01859
N 4.17454 1.15555 1.21025
C 2.99220 1.73910 1.26720
H 0.26612 3.06129 1.39024
H 1.32672 3.99576 0.42188
H -0.25854 3.72083 -0.14877
H 1.11874 2.25958 -1.46695
H -0.87135 1.43149 -2.13923
H -2.70023 -0.31123 -1.88984
H -1.46817 -3.51454 1.66636
H -2.87393 -5.51151 1.17242
H -3.86033 -2.19210 -1.68861
H 0.51042 0.35103 1.74889
H 3.04065 0.63917 -1.78751
H 5.30670 0.26899 -0.28222
H 2.63927 2.40123 2.02193
```

***

Molecular formula: C3H6F3O3P
Method: DFT, ωB97M-V with the def2-TZVPD basis set

Results
* total energy: -26789.36043 eV
* HOMO level (spin up / spin down): -0.370 / -0.331 hartree
* energy relative to the best compared isomer or geometry (same formula, charge and spin): 3.781 eV
* gap between HOMO and LUMO (spin up / spin down): 8.871 / 8.137 eV

Geometry as XYZ:
```
16
C3H6F3O3P ωB97M-V with the def2-TZVPD basis set
C 2.37237 0.35944 1.12678
C -1.99321 -0.91693 0.78228
C -0.34038 -0.06803 -2.44745
O -0.03189 2.35799 0.80724
O 1.00028 -0.00695 0.92316
O -1.65439 0.43468 1.00279
F -0.32238 -1.37941 -2.22961
F 0.83670 0.25383 -3.13465
F -1.42759 0.29074 -3.05037
P -0.21511 1.01532 0.44119
H 2.83592 -0.27828 1.75627
H 2.52806 1.31388 1.43318
H 2.73720 0.34558 0.06809
H -1.31228 -1.55291 0.37963
H -2.84628 -0.95362 0.26126
H -2.16702 -1.21533 1.88023
```

***

- Which of these has the lowest total energy?
  C41H74BrI2N3O11PS